(1)
Formula: C20H24N4O4
Source: the Open Molecules 2025 dataset
Level of theory: ωB97M-V with the def2-TZVPD basis set

Structure (XYZ):
```
52
Properties=species:S:1:pos:R:3:forces:R:3:mulliken_charge:R:1
C -1.459997 -4.762800 -1.803335 0.250 0.302 0.168 -1.1323
C -0.328222 -3.740581 -1.751286 -0.138 -0.265 -0.399 -0.6522
O -0.052124 -3.306048 -0.434206 -0.059 0.179 0.420 -0.3619
C -0.817609 -2.347259 0.157839 0.198 -0.036 0.281 0.5785
C -1.914122 -1.742628 -0.438990 -0.155 0.166 0.000 -0.0060
C -2.682896 -0.782424 0.220361 0.667 -0.328 0.500 0.2436
C -2.343573 -0.428914 1.524645 -0.067 -0.046 -0.268 -0.8532
C -1.246025 -1.005762 2.121928 0.168 -0.215 -0.128 -0.1592
C -0.463414 -1.950979 1.463388 -0.227 0.092 -0.116 -0.1066
O 0.590111 -2.436845 2.198081 -0.334 -0.056 0.051 -0.5871
C 1.771592 -2.863207 1.549679 0.496 -0.328 -0.243 -0.6486
C 2.443624 -1.764314 0.713848 -0.336 -0.274 0.306 0.7553
O 3.136773 -2.028169 -0.243006 0.171 -0.100 -0.160 -0.6892
N 2.183095 -0.527871 1.199678 -0.226 0.195 0.420 -0.0964
C 2.611771 0.723904 0.741960 0.135 0.268 -0.136 0.8499
C 3.501650 0.875894 -0.313680 0.036 -0.123 -0.051 -0.6374
C 3.918872 2.135908 -0.715303 -0.153 0.060 0.179 0.8180
C 3.440290 3.270937 -0.053855 -0.033 -0.014 0.030 0.9737
C 2.544120 3.107455 0.993438 0.046 -0.070 -0.049 -1.2241
C 2.128330 1.853249 1.394160 0.022 -0.138 -0.043 -0.7566
H 1.430077 1.746775 2.212620 -0.082 -0.017 0.092 0.4001
H 2.165228 3.978668 1.508508 -0.031 0.090 0.044 0.3070
C 3.885440 4.641754 -0.462030 -0.003 -0.068 -0.015 -1.4406
H 3.420142 5.399613 0.163075 -0.003 0.078 0.008 0.3689
H 3.621237 4.839307 -1.500524 0.023 0.103 -0.082 0.3234
H 4.967370 4.736242 -0.373367 0.083 0.099 -0.030 0.3222
C 4.884949 2.269078 -1.852038 -0.034 -0.001 0.038 -1.6887
H 5.147221 1.292152 -2.248255 0.046 -0.036 -0.059 0.3731
H 5.796347 2.767794 -1.523568 0.099 0.043 -0.053 0.3272
H 4.452962 2.866456 -2.654338 0.038 0.047 -0.103 0.3272
H 3.870649 -0.001209 -0.819301 0.025 -0.040 -0.026 0.5311
H 1.582841 -0.491931 2.014658 0.095 -0.132 -0.196 0.1092
H 2.451773 -3.137660 2.363406 -0.060 0.060 -0.126 0.4248
H 1.612215 -3.737066 0.914798 0.085 0.259 0.123 0.2374
H -0.964513 -0.742407 3.130422 0.055 0.021 0.112 0.5209
H -2.939151 0.300190 2.047493 -0.045 0.079 0.096 0.3456
C -3.810808 -0.189294 -0.460414 -0.745 0.415 -0.410 -0.5827
N -4.525110 0.714204 0.086654 0.536 -0.268 0.330 -0.1318
N -5.559272 1.241291 -0.574677 -0.302 -0.238 -0.891 -0.0457
C -6.356981 2.236473 -0.028137 0.201 -0.092 0.149 0.4480
O -7.286377 2.697325 -0.650140 -0.287 0.116 -0.243 -0.6448
N -5.982457 2.600648 1.216277 0.146 0.053 0.331 -0.2829
H -5.185623 2.153104 1.633927 -0.047 0.076 0.062 0.2229
H -6.491783 3.318908 1.695464 -0.037 -0.025 -0.102 0.1923
H -5.795145 0.931475 -1.517493 0.006 0.169 0.313 0.1735
H -4.026219 -0.546780 -1.474326 -0.045 0.064 0.042 0.3229
H -2.198941 -2.017488 -1.442317 0.005 -0.075 -0.115 0.3616
H 0.606801 -4.204527 -2.077626 -0.129 0.133 -0.027 0.4020
H -0.531476 -2.886530 -2.407241 0.083 -0.040 0.070 0.4142
H -2.393015 -4.335638 -1.443581 -0.102 -0.009 -0.009 0.3412
H -1.212998 -5.616772 -1.177565 0.005 -0.086 0.027 0.3235
H -1.597619 -5.103679 -2.825722 -0.041 -0.048 -0.113 0.3893
```
Forces are in eV/Å.

Summary:
ΔE to the lowest compared entry with this formula, charge and spin: 1.8391 eV
E_HOMO: -8.058 eV
Structure (SMILES): CCOc1cc(/C=N/NC(N)=O)ccc1OCC(=O)Nc1ccc(C)c(C)c1
E_tot: -35280.2311 eV
Gap between HOMO and LUMO: 8.423 eV
LUMO: 0.4 eV



(2)
Formula: C20H24N4OS
Source: the Open Molecules 2025 dataset
Level of theory: ωB97M-V with the def2-TZVPD basis set

Structure (XYZ):
```
50
Properties=species:S:1:pos:R:3:forces:R:3:mulliken_charge:R:1
C -0.680882 -0.633120 4.745221 -0.165 -0.100 -0.088 -1.0563
H -0.884038 -1.595387 5.210234 0.031 -0.092 0.094 0.3478
C -1.844478 -0.216935 3.842044 0.146 0.009 0.093 -0.8134
C -1.528661 1.081961 3.153090 -0.091 -0.041 -0.053 0.5328
C -1.948122 2.282125 3.706460 -0.013 -0.040 -0.026 -0.7482
C -1.613141 3.486327 3.114325 0.022 0.054 0.021 -0.8880
C -0.853343 3.497725 1.961634 -0.015 -0.036 0.034 -0.6924
C -0.415324 2.315041 1.376176 -0.091 -0.070 -0.076 0.2850
C -0.760292 1.110447 1.986495 0.001 0.279 0.182 0.2536
N -0.359629 -0.130345 1.412366 -0.570 0.131 0.039 0.3942
C 0.887553 -0.623557 1.464505 -0.167 -0.471 -0.104 0.0872
O 1.830010 -0.065398 1.979889 0.243 0.163 0.152 -0.6671
C 1.070834 -2.040567 0.894471 0.050 0.171 -0.373 -0.2781
C 2.423145 -2.180833 0.205158 0.196 -0.143 0.015 -0.4195
C 2.787502 -3.628298 -0.090162 -0.061 0.185 -0.019 -1.2978
H 2.054552 -4.087986 -0.751150 0.009 -0.095 -0.047 0.3180
H 3.759370 -3.676154 -0.574146 0.089 -0.067 -0.029 0.3848
H 2.831461 -4.209762 0.828888 0.030 -0.122 0.078 0.3225
H 3.162315 -1.735030 0.873821 -0.065 0.022 -0.056 0.4719
H 2.411135 -1.591234 -0.713361 0.063 -0.006 0.154 0.1439
H 1.022714 -2.730319 1.746515 -0.043 0.055 -0.055 0.7546
S -0.304623 -2.632074 -0.156416 -0.155 -0.422 0.320 -0.4055
C -0.206254 -1.575842 -1.530731 0.139 0.120 0.001 0.0342
N 0.517375 -0.496719 -1.617472 0.152 -0.170 0.369 -0.2068
C 0.270328 0.004221 -2.869051 -0.545 -0.345 -0.649 0.5780
C 0.757786 1.132437 -3.517029 -0.160 -0.211 -0.021 -0.4869
C 0.284929 1.341322 -4.799555 0.285 0.305 0.139 -0.3404
N -0.580749 0.553585 -5.432209 -0.222 -0.017 -0.443 -0.6435
C -1.053928 -0.519231 -4.831426 -0.145 -0.277 0.135 -0.7185
C -0.653239 -0.832646 -3.543825 0.493 0.791 -0.058 0.4580
N -0.939934 -1.841258 -2.653502 -0.051 -0.179 0.153 0.0295
H -1.558559 -2.622544 -2.788839 0.052 0.024 0.007 0.2000
H -1.755347 -1.123470 -5.390976 -0.087 -0.116 -0.012 0.3491
H 0.615249 2.196320 -5.373549 0.094 0.107 0.043 0.3843
H 1.459342 1.797892 -3.043314 0.100 0.114 0.040 0.4313
H -1.091526 -0.714915 1.030523 0.233 0.045 0.004 0.1939
C 0.424477 2.375836 0.133294 0.175 -0.006 0.038 0.5915
C 1.864009 2.765394 0.475176 -0.068 -0.059 -0.065 -1.3073
H 2.466257 2.810960 -0.429158 0.128 0.051 -0.093 0.3782
H 2.295079 2.025301 1.143699 0.071 0.019 0.035 0.2762
H 1.894638 3.736467 0.964672 0.047 0.122 0.026 0.3972
H 0.431588 1.410020 -0.371921 -0.082 0.135 0.026 -0.8361
H -0.001370 3.118923 -0.546835 -0.042 -0.054 -0.018 0.6231
H -0.595364 4.437653 1.495842 0.037 0.108 -0.071 0.4616
H -1.945890 4.415161 3.553559 -0.034 0.085 0.031 0.3952
H -2.539597 2.269253 4.610508 -0.079 -0.017 0.094 0.4063
H -2.035727 -1.006614 3.111647 -0.085 0.025 0.060 0.2378
H -2.744583 -0.096866 4.448409 -0.031 -0.020 -0.088 0.4820
H -0.532500 0.107113 5.527749 0.058 0.054 0.078 0.3415
H 0.241249 -0.706490 4.173883 0.127 0.001 -0.020 0.2610
```
Forces are in eV/Å.

Summary:
ΔE to the lowest compared entry with this formula, charge and spin: 0.0000 eV
E_HOMO: -8.806 eV
Structure (SMILES): CCc1cccc(CC)c1NC(=O)[C@H](CC)Sc1nc2ccncc2[nH]1
E_tot: -39974.2756 eV
Gap between HOMO and LUMO: 9.020 eV
LUMO: 0.2 eV